Record 1
Below is C46H54N5O6PTm as an isolated structure, with properties calculated with ωB97M-V/def2-TZVPD.

## Properties
* LUMO (alpha / beta): -4.04 / -4.04 eV
* charge: +1
* multiplicity: 3

Last column: Mulliken spin population.
Atoms and positions in Å:
Tm -1.251 2.037 -1.494  2.0347
P 1.680 -4.550 2.132  0.0000
O -1.155 -4.276 -0.996  0.0003
O -2.702 3.512 -0.499  -0.0062
O -0.153 1.409 0.185  0.0017
O -2.753 1.046 0.201  0.0028
O -0.910 3.476 -3.423  -0.0025
O -3.292 -4.709 -1.900  0.0000
N -3.653 1.693 -2.608  -0.0048
N 0.472 3.576 -1.209  -0.0219
N 1.158 3.945 -0.116  0.0014
N -1.422 0.061 -2.517  -0.0108
N 1.261 0.793 -2.653  0.0003
C 0.461 1.963 1.189  0.0015
C -2.226 -4.048 -1.715  0.0001
C -2.664 -0.463 -2.752  -0.0013
C -4.733 2.518 -2.551  -0.0002
C -6.196 0.740 -3.060  -0.0001
C 2.167 6.150 -3.263  0.0008
C -1.182 -4.827 2.393  -0.0002
C 0.686 4.859 -4.600  0.0010
C -2.988 -1.807 -2.579  0.0001
C -0.693 -2.243 -2.512  -0.0009
C -1.660 3.415 -4.691  -0.0005
C 2.948 4.806 2.007  0.0002
C 1.217 1.865 3.489  0.0008
C 4.035 -3.112 2.548  0.0001
C 1.703 5.551 -2.094  -0.0013
C 2.113 2.970 3.312  -0.0002
C 4.006 4.369 4.157  0.0000
C 2.962 -3.865 3.386  -0.0002
C 3.299 -1.055 -3.096  0.0000
C 2.510 1.172 -2.838  0.0003
C 2.121 3.712 2.072  -0.0013
C 2.049 -6.366 2.048  -0.0002
C -3.440 3.297 0.753  0.0005
C -2.586 -0.244 0.724  0.0005
C 1.066 -7.314 2.754  -0.0001
C 1.982 -1.490 -2.970  -0.0001
C 2.001 -6.660 0.519  0.0000
C 0.973 -0.504 -2.812  0.0021
C 3.556 0.304 -2.955  0.0001
C 0.800 4.492 -2.189  -0.0019
C 0.105 -4.666 4.603  0.0000
C -3.820 1.809 0.752  -0.0002
C -5.092 -0.052 -3.250  0.0004
C -6.048 2.040 -2.579  0.0004
C 2.992 3.375 4.363  0.0016
C 0.223 4.241 -3.443  0.0008
C 1.704 5.771 -4.498  -0.0012
C -0.422 -0.910 -2.731  -0.0014
C 3.947 5.056 2.980  0.0001
C 0.440 1.410 2.466  -0.0015
C -1.986 -2.740 -2.309  0.0012
C 0.097 -4.336 3.099  -0.0001
C 3.597 -4.864 4.343  0.0000
C -2.313 4.925 -0.500  0.0000
C 1.281 3.186 0.988  0.0029
C -3.813 0.410 -2.867  -0.0001
H -3.332 -0.934 0.235  0.0000
H 2.502 -7.650 0.222  0.0000
H 2.871 2.916 5.384  0.0000
H 4.933 -2.901 3.061  0.0000
H 3.777 -4.436 5.343  0.0000
H -1.787 5.127 0.481  0.0000
H -4.498 3.541 -2.299  0.0001
H 1.719 -2.558 -3.036  0.0000
H 2.411 -3.097 3.961  0.0000
H 0.089 -7.265 2.277  0.0000
H -5.160 -1.046 -3.647  0.0000
H 1.036 -4.505 5.170  0.0000
H 1.545 -8.289 2.590  0.0000
H -7.150 0.208 -3.258  0.0000
H -1.117 -4.667 1.273  0.0002
H -1.536 5.050 -1.295  0.0007
H 3.048 -6.534 2.491  0.0000
H -4.771 1.637 0.236  0.0000
H 0.953 -6.676 0.119  0.0000
H -4.077 1.510 1.775  -0.0002
H 2.034 5.800 -1.082  0.0002
H 4.778 4.594 4.892  0.0000
H -2.026 4.401 -4.951  -0.0002
H 4.744 5.791 2.723  0.0000
H -0.255 -5.710 4.783  0.0000
H 1.216 1.308 4.407  0.0001
H -3.135 5.649 -0.680  0.0000
H 4.388 -3.683 1.677  0.0000
H -0.631 -3.957 5.051  0.0000
H -1.392 -5.918 2.527  0.0000
H -4.073 -2.111 -2.542  -0.0001
H 2.767 5.551 1.227  0.0001
H 2.738 2.237 -2.931  0.0000
H 0.986 -7.214 3.851  0.0000
H 4.108 -1.780 -3.341  0.0000
H -0.198 0.513 2.556  -0.0002
H -0.959 2.942 -5.420  0.0000
H -4.388 3.907 0.789  0.0002
H 2.254 6.219 -5.349  -0.0001
H 2.545 -5.879 -0.020  0.0000
H 0.149 -2.905 -2.370  -0.0002
H -2.796 3.590 1.589  -0.0001
H 0.146 4.738 -5.579  0.0002
H 4.613 0.688 -2.827  0.0000
H 4.564 -5.261 4.008  0.0000
H -6.902 2.630 -2.321  0.0000
H -1.995 -4.283 2.829  0.0000
H -2.666 -0.128 1.822  0.0002
H 2.889 -5.707 4.481  0.0000
H -2.475 2.728 -4.488  0.0008
H 2.959 6.881 -3.192  0.0001
H 3.635 -2.166 2.113  0.0001
H 0.021 -3.182 3.015  0.0005
H -1.562 -0.565 0.472  -0.0001


Record 2
Below is an isolated ion of composition C5H6N and charge +1, with properties calculated with ωB97M-V/def2-TZVPD.

## Properties
* LUMO (alpha / beta): -6.81 / -6.79 eV
* charge: +1
* multiplicity: 1

Last column: Löwdin charge in e.
Atoms and positions in Å:
N -1.098 -1.157 -0.375  -0.0465
C 1.402 1.431 0.639  0.1924
C 0.370 -0.520 1.581  0.2268
C 0.557 0.368 0.532  -0.3823
C -0.266 0.049 -0.707  -0.0792
C -0.930 -1.693 0.946  0.2150
H 0.399 -0.175 -1.544  0.1475
H -0.911 0.889 -0.975  0.1479
H -0.909 -1.944 -1.019  0.1884
H 1.521 2.160 -0.146  0.0982
H 1.976 1.564 1.544  0.0987
H -2.111 -0.972 -0.475  0.1932


Record 3
Below is a 9-piece molecular cluster, C5H27NO10 overall, with properties calculated with ωB97M-V/def2-TZVPD.

## Properties
* LUMO: 0.34 eV
* multiplicity: 1

Last column: Löwdin charge in e.
Atoms and positions in Å:
O 1.572 1.306 -1.323  -0.0222
O -0.511 -0.659 -0.237  -0.1736
O 1.171 0.451 3.370  -0.1728
O -2.655 0.304 2.705  -0.0556
O -2.867 2.670 -0.576  -0.0483
O 2.200 1.182 1.242  -0.0567
O 2.446 -1.959 2.156  -0.0956
O -1.155 -1.882 3.512  0.0327
O -0.304 2.577 -0.018  -0.1381
O -2.295 -3.751 -0.040  0.0118
N 0.725 -0.052 -3.052  0.0870
C 0.653 -1.613 -0.151  -0.1520
C -1.187 1.388 -4.005  -0.0836
C 1.374 0.187 -1.819  -0.3719
C 0.279 1.084 -3.873  -0.2451
C 1.892 -0.943 -0.939  -0.0612
H 2.486 -1.724 -1.449  0.1269
H -0.979 2.447 -0.769  0.0289
H 0.253 -2.539 -0.791  0.1327
H -0.197 -1.764 3.577  0.0566
H -1.521 -4.008 0.302  -0.0400
H 0.245 0.787 2.983  0.1008
H 0.779 -1.797 0.918  0.0717
H 0.134 -0.856 -2.898  0.1335
H 0.884 1.866 -3.384  0.1194
H -1.715 1.278 -3.024  0.0742
H -1.455 2.439 -4.432  0.1136
H -2.678 -3.919 -0.880  0.0345
H -3.320 0.291 3.363  0.0101
H 2.639 -0.588 -0.327  0.0588
H 1.951 1.372 0.274  0.0530
H 3.155 1.299 1.216  0.0872
H -1.446 -2.635 3.810  -0.0357
H -1.689 0.633 -4.642  0.0704
H 1.669 0.869 2.572  -0.0289
H 0.734 1.023 -4.807  0.0855
H -1.234 -0.942 0.526  0.1596
H -2.050 -0.442 2.857  -0.0188
H 0.500 2.207 -0.536  0.0043
H -3.273 3.356 -0.201  -0.0385
H 2.472 -1.925 3.184  0.1004
H 2.398 -1.022 2.022  -0.0309
H -2.702 2.140 0.306  0.1158


Record 4
Below is a 2-piece molecular cluster, C3H9NO2 overall, with properties calculated with ωB97M-V/def2-TZVPD.

## Properties
* LUMO (alpha / beta): -4.01 / -9.44 eV
* charge: +1
* multiplicity: 2

Last column: Mulliken spin population.
Atoms and positions in Å:
O 0.971 -1.657 0.526  0.0501
O 1.996 -0.259 -0.930  0.0132
N -1.436 -0.588 -0.839  0.7786
C 1.527 -0.459 0.157  0.0012
C 1.482 0.444 1.299  0.0042
C -1.409 0.866 -0.535  0.0565
H -1.268 -0.612 -1.842  -0.0054
H -2.349 -1.027 -0.699  -0.0090
H 2.188 1.252 1.387  0.0001
H 0.520 0.952 1.302  0.0045
H -2.223 1.164 0.141  -0.0002
H -0.377 1.176 -0.348  0.0390
H 1.312 -0.225 2.180  -0.0004
H -1.671 1.244 -1.617  0.0724
H 0.735 -2.272 -0.183  -0.0048


Record 5
Below is a 4-piece molecular cluster, C37H69F4N2O15P3 overall, with properties calculated with ωB97M-V/def2-TZVPD.

## Properties
* LUMO: -1.37 eV
* multiplicity: 1

Last column: Löwdin charge in e.
Atoms and positions in Å:
P 6.262 1.501 3.095  0.6987
P 3.110 3.416 -3.173  0.7063
P -5.017 1.583 -3.750  0.7012
F -1.727 -2.678 -2.423  0.0118
F -0.103 -1.393 5.500  0.0836
F -1.501 -2.736 4.320  0.0903
F -2.283 -1.402 6.114  0.1010
O 1.372 -1.264 -1.467  0.0952
O 6.926 2.821 2.338  -0.2199
O 0.605 0.378 2.401  0.1110
O 5.937 0.731 1.811  -0.2398
O -4.300 1.024 -2.293  -0.1996
O 4.747 2.129 3.341  -0.2296
O -6.148 2.303 -2.768  -0.2247
O 6.727 2.263 4.563  -0.1953
O 4.528 3.377 -3.752  -0.2362
O -1.597 -0.391 4.118  0.0013
O -5.554 2.155 -5.066  -0.2346
O 2.324 3.503 -4.630  -0.2300
O 1.556 3.411 -2.442  -0.1960
O -5.729 0.090 -3.879  -0.2320
O 3.124 5.041 -2.827  -0.2202
N 2.415 -3.250 2.250  -0.1118
N 1.154 -1.547 0.971  -0.0055
C -3.459 -2.196 -0.500  0.0645
C -0.891 -1.638 -0.241  0.0323
C -1.170 -1.083 1.190  0.0287
C 1.452 1.239 -4.840  -0.0798
C 7.365 1.467 5.555  -0.3109
C 6.228 2.965 0.015  -0.0772
C 7.365 2.703 0.986  -0.2949
C 4.838 6.255 -4.071  -0.0767
C -3.827 -1.295 -4.504  -0.0804
C 4.366 5.736 -2.722  -0.2963
C -6.894 3.424 -3.243  -0.2985
C 0.680 -1.465 -0.448  -0.2871
C -5.190 -5.676 0.905  -0.2119
C -3.240 -6.178 2.556  -0.2481
C 3.907 0.727 5.150  -0.0779
C 8.417 0.523 5.004  -0.0866
C -3.587 -5.669 1.052  -0.2143
C -2.789 -0.497 3.305  -0.1170
C 2.286 2.349 -5.454  -0.2969
C 3.694 1.271 3.749  -0.3013
C -5.260 -1.743 1.501  -0.1374
C -5.228 -0.822 -4.843  -0.2950
C -3.736 -1.670 0.959  -0.0772
C -1.839 -5.500 2.964  -0.1408
C -8.149 2.992 -3.985  -0.0785
C -1.433 -1.493 4.980  -0.4532
C -2.339 2.485 -2.623  -0.0629
C -2.017 -2.199 -1.128  -0.0964
C 1.116 -2.950 1.536  -0.2004
C -2.567 -1.088 1.843  -0.0183
C -2.889 1.151 -2.153  -0.3101
C -5.432 -3.258 2.096  -0.1769
C 0.262 -0.576 1.680  -0.2781
C 2.407 2.080 -0.548  -0.0686
C 1.272 2.369 -1.513  -0.3206
C 3.319 -4.002 1.317  -0.1362
C -5.871 -4.223 0.892  -0.1996
H -2.557 2.659 -3.684  0.0745
H -5.381 -0.975 2.352  0.1089
H 5.305 2.462 0.313  0.0515
H -0.928 -6.014 2.498  0.0794
H 5.118 5.098 -2.249  0.0891
H 3.003 -3.748 0.235  0.0869
H -7.009 -4.396 1.010  0.1194
H 6.613 0.906 6.111  0.0939
H -3.764 -1.615 -3.460  0.0506
H 0.389 2.677 -0.943  0.1179
H -4.066 -5.777 3.233  0.0964
H 4.726 0.000 5.156  0.0658
H -4.398 -3.528 2.538  0.0993
H -5.729 -3.788 -0.152  0.0892
H -7.179 4.024 -2.375  0.1140
H 8.861 -0.063 5.812  0.0832
H 4.734 5.518 -4.870  0.0693
H -5.254 -0.371 -5.839  0.1107
H -8.572 3.830 -4.547  0.0780
H 0.485 1.620 -4.500  0.0720
H -3.105 -0.484 -4.649  0.0715
H -5.615 -6.369 1.724  0.1130
H -1.859 -4.427 2.534  0.0440
H 3.302 2.001 -5.662  0.1098
H 4.215 6.583 -2.046  0.1155
H -4.297 -2.595 -1.177  0.1110
H -7.972 2.168 -4.678  0.0695
H 1.967 0.811 -3.973  0.0660
H -5.986 -1.545 0.635  0.1253
H 1.000 1.462 -2.053  0.0804
H -1.749 -5.403 4.112  0.0779
H 4.241 7.118 -4.375  0.0739
H -3.144 -6.466 0.342  0.1147
H 5.887 6.561 -4.021  0.0774
H -8.903 2.636 -3.277  0.0736
H 7.987 -0.177 4.278  0.0669
H 2.776 1.863 3.731  0.1147
H 6.490 2.632 -0.994  0.0835
H 4.385 -3.597 1.493  0.0886
H 7.837 2.155 6.264  0.1240
H -6.260 4.065 -3.862  0.1032
H -6.158 -3.266 2.981  0.1165
H -3.525 -2.125 -5.145  0.0860
H -3.493 -1.238 3.850  0.1386
H 8.159 3.438 0.828  0.1155
H 3.576 0.455 3.030  0.1047
H -2.783 3.308 -2.060  0.0934
H -2.660 1.025 -1.089  0.1168
H 2.650 2.967 0.041  0.0943
H 2.118 -3.888 3.017  0.0977
H 3.251 -5.136 1.502  0.0876
H -2.396 0.335 -2.682  0.0895
H 2.131 1.270 0.131  0.0678
H 3.011 0.221 5.515  0.0755
H 0.886 -3.732 0.712  0.1462
H 3.317 1.779 -1.078  0.0710
H -3.190 -7.315 2.614  0.1110
H -3.395 0.481 3.233  0.1599
H -5.433 -6.186 -0.094  0.1063
H 5.991 4.032 -0.025  0.0736
H 0.297 -3.086 2.326  0.1196
H 9.206 1.078 4.494  0.0863
H -5.904 -1.681 -4.851  0.1183
H 7.818 1.723 0.816  0.1028
H -1.255 2.512 -2.495  0.0559
H -3.097 -4.672 0.789  0.0842
H 1.282 0.433 -5.556  0.0810
H 1.838 2.649 -6.405  0.1182
H 4.167 1.530 5.845  0.0831


Record 6
Below is C28H28N4O2V as an isolated structure, with properties calculated with ωB97M-V/def2-TZVPD.

## Properties
* LUMO (alpha / beta): -0.35 / -0.51 eV
* multiplicity: 4

Last column: Mulliken spin population.
Atoms and positions in Å:
V 0.865 0.309 -0.011  2.7907
O 0.061 0.908 3.255  0.0005
O -1.174 3.079 -0.605  0.0093
N -0.090 -1.302 1.020  -0.0019
N -1.354 2.715 2.844  0.0012
N -0.420 1.689 1.089  -0.0186
N -0.691 -0.169 -1.250  -0.1236
C -0.671 7.253 1.340  0.0003
C -5.353 3.276 0.694  0.0001
C -0.514 1.666 2.483  0.0170
C -3.201 3.751 1.685  0.0006
C -0.939 4.890 1.787  -0.0041
C -2.137 0.217 -3.126  -0.0174
C -1.699 3.576 1.738  -0.0081
C -2.433 -1.770 -1.785  -0.0199
C -1.076 0.594 -2.301  0.0703
C -1.100 2.764 0.586  0.0016
C 1.199 5.959 2.185  0.0000
C 0.385 4.817 2.208  0.0029
C -5.985 4.036 1.681  -0.0001
C 2.152 -1.143 -0.786  -0.0307
C -3.824 4.536 2.670  0.0003
C -1.105 -3.710 1.938  0.0200
C -2.798 -0.998 -2.878  0.0424
C 3.013 1.506 0.022  0.0444
C -5.218 4.676 2.669  0.0002
C -1.386 -1.322 -0.963  0.0743
C -1.572 -3.195 0.732  -0.0065
C 1.822 1.961 -0.874  0.0605
C 0.661 7.185 1.776  0.0002
C -3.960 3.129 0.703  0.0002
C -1.018 -1.979 0.280  0.0607
C -1.474 6.111 1.347  0.0002
C -0.125 -3.019 2.678  0.0056
C 0.333 -1.789 2.196  0.0494
H 2.241 5.864 2.496  0.0000
H 2.660 -1.319 0.189  -0.0093
H 0.787 3.866 2.572  -0.0013
H -2.324 -3.683 0.102  0.0015
H -3.459 2.562 -0.085  -0.0012
H 1.666 -2.079 -1.090  0.0109
H 1.412 1.164 -1.547  -0.0050
H -1.497 -4.662 2.296  0.0017
H -2.921 -2.704 -1.512  0.0013
H -1.083 8.198 0.992  0.0000
H 0.291 -3.396 3.614  0.0002
H -7.073 4.139 1.683  0.0000
H 1.285 8.082 1.793  0.0000
H -1.611 2.845 3.810  -0.0014
H -2.414 0.880 -3.945  -0.0009
H 1.048 2.493 -0.320  0.0055
H -3.598 -1.340 -3.535  0.0035
H -3.228 5.060 3.418  -0.0002
H 1.005 -1.134 2.750  -0.0056
H 2.904 -0.858 -1.527  0.0075
H 2.929 1.771 1.085  -0.0126
H 2.223 2.691 -1.592  -0.0037
H -0.537 1.537 -2.422  0.0030
H -2.508 6.163 1.012  0.0000
H 3.349 0.464 -0.052  -0.0201
H -5.695 5.293 3.433  0.0000
H -5.928 2.792 -0.099  0.0000
H 3.861 2.082 -0.385  0.0043


Record 7
Below is a 3-piece molecular cluster, C7H17BO8S2 overall, with properties calculated with ωB97M-V/def2-TZVPD.

## Properties
* LUMO: 0.31 eV
* multiplicity: 1

Last column: Löwdin charge in e.
Atoms and positions in Å:
S 1.117 -2.171 1.376  0.5756
S -4.881 0.491 1.092  0.6015
O 0.486 -2.767 2.723  -0.1867
O -4.424 -0.849 0.992  -0.2281
O -3.699 1.407 1.668  -0.1915
O 1.871 -1.011 1.687  -0.2218
O -4.916 1.115 -0.380  -0.1838
O -0.260 -1.716 0.698  -0.2000
O 1.679 -3.244 0.638  -0.2118
O -6.076 0.814 1.778  -0.2061
C 4.196 2.059 -2.111  -0.1148
C 3.877 -0.351 -1.471  -0.2297
C -3.087 2.158 0.607  -0.1539
C -0.866 -2.306 2.868  -0.1548
C 4.374 0.613 -2.569  -0.2771
C -1.378 -2.217 1.448  -0.1495
C -4.204 2.361 -0.395  -0.1566
B 2.401 -0.798 -1.729  -0.0057
H 4.492 -1.249 -1.432  0.1005
H 5.412 0.419 -2.814  0.0991
H -1.649 -3.200 1.059  0.1395
H -4.884 3.157 -0.087  0.1352
H 3.146 2.199 -1.868  0.0728
H 3.937 0.149 -0.510  0.0836
H 2.113 -1.490 -2.658  0.0337
H -1.429 -3.008 3.475  0.1367
H 3.782 0.498 -3.473  0.0923
H -3.839 2.556 -1.399  0.1369
H 4.459 2.767 -2.889  0.0672
H -2.221 -1.542 1.348  0.1018
H -0.851 -1.328 3.354  0.1344
H 1.531 -0.418 -1.010  0.0195
H -2.269 1.569 0.186  0.1340
H 4.761 2.243 -1.207  0.0711
H -2.702 3.093 1.003  0.1365


Record 8
Below is one molecule with the formula C8H8F2O2, with properties calculated with ωB97M-V/def2-TZVPD.

## Properties
* LUMO: 0.62 eV
* multiplicity: 1

Last column: Löwdin charge in e.
Atoms and positions in Å:
F -0.343 -0.338 -2.283  0.1002
F 0.671 -2.217 -2.101  0.0892
O -0.156 0.032 1.893  0.0518
O -1.774 -1.953 -0.532  -0.0041
C -1.102 1.936 1.300  -0.0424
C 1.693 -0.438 -0.995  -0.0590
C 1.925 0.867 -0.982  0.0608
C -0.530 -1.450 -0.097  -0.2071
C -0.340 1.289 2.258  -0.1198
C 0.399 -1.084 -1.430  -0.4803
C -1.294 0.978 0.286  -0.0268
C -0.673 -0.191 0.665  -0.2429
H 0.059 -2.221 0.540  0.1881
H -0.266 1.650 3.233  0.1038
H 2.643 1.185 -0.298  0.0474
H 1.237 1.659 -1.274  0.0804
H 2.422 -1.186 -0.726  0.1172
H -2.010 -2.720 0.076  0.1410
H -1.432 1.224 -0.750  0.1149
H -1.126 2.979 1.216  0.0875